Computed, not measured: a 6-piece molecular cluster, H12O5S2 overall, with ωB97M-V/def2-TZVPD.

Bonds (Å) are listed after each position.
CARTESIAN COORDINATES (ANGSTROEM)
1 S -4.7411 -2.5086 -1.3624  S2 2.061, H3 1.338
2 S -3.1402 -1.2168 -1.2343  S1 2.061, H4 1.334
3 H -5.2096 -2.0434 -2.5258  S1 1.338
4 H -3.6568 -0.3737 -0.3382  S2 1.334
5 O 0.4905 0.3967 -4.0032  H6 0.960, H7 0.963
6 H -0.1989 -0.2241 -3.7566  O5 0.960
7 H 0.5348 1.0516 -3.2985  O5 0.963
8 O 5.1255 -0.1694 3.9062  H9 0.966, H10 0.964
9 H 4.5619 -0.0891 3.1255  O8 0.966
10 H 5.9503 0.2164 3.5900  O8 0.964
11 O 0.8097 -0.5357 0.0685  H12 0.970, H13 0.964
12 H 0.6255 -0.9435 0.9292  O11 0.970
13 H 1.4986 -1.0598 -0.3567  O11 0.964
14 O 0.1584 2.2946 -0.9467  H15 0.961, H16 0.965
15 H -0.5705 2.1723 -0.3324  O14 0.961
16 H 0.5526 1.4152 -0.9882  O14 0.965
17 O -0.7921 0.1718 2.5348  H18 0.968, H19 0.967
18 H -0.2816 0.9922 2.4712  O17 0.968
19 H -1.7170 0.4533 2.5177  O17 0.967

Summary:
E_tot	-32102.47739	eV
LUMO level	-0.0509	eV
relative energy (zero: lowest compared OMol25 entry of this formula, charge and spin)	20.7	kcal per mole
structure (SMILES)	SS.O.O.O.O.O
HOMO	-9.690	eV